Model P:
DFT (wB97M-V/def2-TZVPD) results for the ion C5H13N2 with charge +1.

Geometry as XYZ:
```
20
Properties=species:S:1:pos:R:3:mulliken_charge:R:1
C 1.494 -0.933 -0.308 -0.744
C 0.902 0.237 -1.077 -0.496
C -0.655 0.315 -0.969 -1.158
N -1.436 1.926 2.325 -0.446
C -0.831 1.481 1.191 0.033
C -1.118 0.395 0.458 -0.413
N 0.809 -2.246 -0.641 -0.257
H 2.552 -1.088 -0.490 0.383
H 1.353 -0.776 0.757 0.401
H 1.165 0.156 -2.139 0.381
H 1.408 1.100 -0.635 0.322
H -0.884 1.203 -1.541 0.341
H -1.016 -0.533 -1.559 0.577
H -2.384 1.646 2.504 0.215
H -1.130 2.807 2.699 0.239
H -0.157 2.194 0.723 0.251
H -1.857 -0.252 0.916 0.350
H -0.189 -2.029 -0.756 0.300
H 0.869 -2.966 0.077 0.356
H 1.106 -2.636 -1.535 0.365
```

Output
charge	+1
highest occupied orbital energy	-11.39	eV
lowest unoccupied orbital energy	-3.4703	eV
orbital gap	7.92	eV

---

Model Q:
DFT (wB97M-V/def2-TZVPD) results for a cluster of 2 separate species, C5H13N2 in total.

Geometry as XYZ:
```
20
Properties=species:S:1:pos:R:3:mulliken_charge:R:1
C 2.710 -0.121 -0.898 -0.375
C -1.227 1.428 -0.856 -1.050
C 2.084 0.757 1.177 -0.850
C -1.923 -1.950 0.544 -0.803
C -1.850 0.172 -0.366 0.317
N 1.775 0.026 -0.022 -0.195
N -1.275 -0.887 0.013 0.108
H 3.778 0.248 -0.809 0.260
H -0.267 -0.915 -0.125 0.240
H 2.404 -0.592 -1.854 0.263
H -1.916 1.605 -1.725 0.361
H -0.187 1.499 -1.370 0.249
H -1.371 2.278 -0.154 0.330
H 1.185 1.450 1.342 0.221
H 3.002 1.466 1.235 0.333
H 2.187 0.017 2.003 0.280
H -3.005 -1.786 0.685 0.317
H -1.477 -2.054 1.506 0.357
H -1.631 -2.775 -0.032 0.333
H -2.994 0.135 -0.295 0.303
```

Output
charge	+1
highest occupied orbital energy	-13.83	eV
lowest unoccupied orbital energy	-3.9707	eV
orbital gap	9.86	eV

---

Model R:
DFT (wB97M-V/def2-TZVPD) results for the ion C5H13N2 with charge +1.

Geometry as XYZ:
```
20
Properties=species:S:1:pos:R:3:mulliken_charge:R:1
C -2.053 -0.134 -0.516 -1.248
C -1.564 -0.613 0.809 -0.298
C -0.270 -0.060 1.301 -0.572
C 0.988 -0.656 0.607 -0.927
N 2.040 0.363 0.197 -0.039
C 1.965 1.094 -0.874 0.031
N 0.868 1.012 -1.689 -0.204
H -2.177 0.962 -0.455 0.368
H -1.339 -0.393 -1.332 0.316
H -3.035 -0.585 -0.658 0.350
H -2.457 -0.528 1.514 0.373
H -1.537 -1.717 0.690 0.304
H -0.241 -0.388 2.373 0.275
H -0.337 0.987 1.287 0.443
H 1.530 -1.254 1.472 0.358
H 0.878 -1.474 -0.035 0.464
H 2.890 0.431 0.778 0.300
H 2.930 1.236 -1.382 0.370
H -0.097 0.778 -1.431 0.060
H 1.016 0.939 -2.655 0.277
```

Output
charge	+1
highest occupied orbital energy	-14.90	eV
lowest unoccupied orbital energy	-4.3182	eV
orbital gap	10.58	eV

---

Model S:
DFT (wB97M-V/def2-TZVPD) results for the ion C5H13N2 with charge +1.

Geometry as XYZ:
```
20
Properties=species:S:1:pos:R:3:mulliken_charge:R:1
C -1.146 -0.003 1.356 -0.586
C -1.114 -1.181 0.317 -0.956
C 0.245 0.482 0.925 -0.404
C 0.334 -0.572 -0.322 1.260
C 0.001 0.007 -1.763 -1.906
N 1.507 -1.351 -0.379 -0.658
N 0.398 2.002 0.503 -0.361
H -1.913 0.670 1.058 0.338
H -1.122 -0.286 2.409 0.280
H -1.004 -2.138 0.663 0.337
H -1.949 -1.188 -0.466 0.270
H 1.123 0.297 1.658 0.327
H 0.878 0.662 -2.206 0.503
H -0.912 0.423 -1.908 0.504
H 0.338 -0.884 -2.398 0.350
H 1.745 -1.950 0.480 0.290
H 1.478 -2.035 -1.175 0.290
H 0.946 2.567 1.216 0.387
H -0.562 2.408 0.575 0.377
H 0.730 2.068 -0.545 0.360
```

Output
charge	+1
highest occupied orbital energy	-12.94	eV
lowest unoccupied orbital energy	-3.5154	eV
orbital gap	9.43	eV

---

Going by the computed energies, the most stable comes first: model P, model R, model Q, model S.

---

Model P:
DFT (wB97M-V/def2-TZVPD) results for the molecule C5H6N2O.

Geometry as XYZ:
```
14
Properties=species:S:1:pos:R:3:mulliken_charge:R:1
C 0.086 -1.357 -1.072 -0.126
C 0.391 -0.128 -0.403 1.202
C 0.183 -0.106 1.163 -0.746
C -1.002 0.922 1.041 -0.420
C 1.697 0.460 -1.047 -0.146
H 0.848 -2.141 -0.920 0.345
H -0.175 -1.224 1.481 0.253
H 1.233 0.096 1.711 0.323
H -1.963 0.411 1.405 0.254
H -0.696 1.923 1.780 0.245
H -1.414 0.757 -1.232 0.294
N -0.762 0.880 -0.494 -0.522
N 2.589 0.923 -1.650 -0.443
O -1.013 -1.414 -1.762 -0.514
```

Output
charge	0
highest occupied orbital energy	-9.66	eV
lowest unoccupied orbital energy	-0.2059	eV
orbital gap	9.45	eV

---

Model Q:
DFT (wB97M-V/def2-TZVPD) results for a structure of composition C5H6N2O.

Geometry as XYZ:
```
14
Properties=species:S:1:pos:R:3:mulliken_charge:R:1
C -0.367 -0.667 -1.748 -1.272
C -0.868 -1.295 0.633 0.678
C -0.218 -0.524 -0.253 -0.068
N 0.561 1.739 0.072 -0.347
C 0.679 0.438 0.376 0.156
C 0.176 -0.185 2.239 0.037
O -1.643 -2.068 1.038 -0.412
N 0.278 0.071 3.365 -0.542
H 1.224 2.404 0.440 0.255
H -0.261 2.078 -0.406 0.222
H 1.684 0.142 0.660 0.321
H 0.596 -0.827 -2.240 0.312
H -1.005 -1.520 -1.978 0.364
H -0.835 0.213 -2.199 0.295
```

Output
charge	0
highest occupied orbital energy	-8.98	eV
lowest unoccupied orbital energy	-0.2206	eV
orbital gap	8.76	eV

---

Model R:
DFT (wB97M-V/def2-TZVPD) results for the molecule C5H6N2O.

Geometry as XYZ:
```
14
Properties=species:S:1:pos:R:3:mulliken_charge:R:1
C -0.835 1.117 -0.438 0.132
C -1.385 -0.007 0.546 -0.646
C 1.040 -1.365 0.855 -0.243
C 2.112 -0.822 0.207 -0.343
C 0.520 0.445 -0.225 0.138
H -1.114 1.527 -2.298 0.318
H -0.880 2.175 -0.228 0.375
H -1.696 0.406 1.479 0.287
H -2.157 -0.610 0.106 0.288
H 0.934 -2.340 1.370 0.353
H 3.122 -1.193 0.271 0.410
N -0.016 -0.530 0.510 0.195
N 1.772 0.337 -0.483 -0.720
O -1.418 0.859 -1.671 -0.544
```

Output
charge	0
highest occupied orbital energy	-8.84	eV
lowest unoccupied orbital energy	0.8360	eV
orbital gap	9.67	eV

---

Model S:
DFT (wB97M-V/def2-TZVPD) results for the molecule C5H6N2O.

Geometry as XYZ:
```
14
Properties=species:S:1:pos:R:3:mulliken_charge:R:1
C 1.409 0.806 -0.668 -1.103
C 0.818 -0.036 0.487 0.279
C -0.485 -0.043 1.115 -0.050
C -0.894 -1.504 -0.478 0.019
C -1.635 0.430 0.217 0.407
H 1.580 1.933 -0.352 0.270
H 0.818 0.735 -1.643 0.297
H 2.446 0.441 -1.122 0.317
H 1.446 -0.055 1.405 0.312
H -0.674 -0.167 2.211 0.321
H -1.073 -2.376 -1.137 0.398
N 0.014 -1.324 0.505 -0.407
N -1.954 -0.618 -0.603 -0.489
O -1.815 1.777 0.063 -0.572
```

Output
charge	0
highest occupied orbital energy	-9.74	eV
lowest unoccupied orbital energy	-0.6163	eV
orbital gap	9.13	eV

---

Going by the computed energies, the most stable comes first: model R, model Q, model S, model P.

---

Model P:
DFT (wB97M-V/def2-TZVPD) results for the molecule C5H6N2O.

Geometry as XYZ:
```
14
Properties=species:S:1:pos:R:3:mulliken_charge:R:1
C -0.839 0.629 -0.007 0.496
C -1.871 -0.291 -0.078 -0.636
C -1.250 -1.566 -0.014 -0.303
C 0.085 -1.396 0.091 -0.554
C 1.653 0.437 0.001 0.159
H 0.076 2.367 0.347 0.213
H -1.662 2.368 0.459 0.297
H -2.983 -0.255 -0.324 0.278
H -1.799 -2.514 -0.044 0.383
H 0.856 -2.088 0.191 0.423
H 1.672 1.585 -0.063 0.170
N -0.838 2.028 -0.090 -0.555
N 0.306 -0.043 0.139 0.087
O 2.612 -0.280 -0.108 -0.457
```

Output
charge	0
highest occupied orbital energy	-7.92	eV
lowest unoccupied orbital energy	0.5938	eV
orbital gap	8.51	eV

---

Model Q:
DFT (wB97M-V/def2-TZVPD) results for the molecule C5H6N2O.

Geometry as XYZ:
```
14
Properties=species:S:1:pos:R:3:mulliken_charge:R:1
C 0.431 -0.544 -0.705 0.194
C 0.139 -1.029 0.571 -0.151
C -1.123 -0.909 1.016 0.265
C 0.102 0.876 -0.898 -0.165
C 1.004 1.910 -0.182 -0.475
H 0.927 -0.692 1.296 0.278
H 0.334 -2.283 0.661 0.277
H -0.068 1.286 -1.853 0.519
H 1.179 2.828 -0.719 0.352
H 1.836 1.392 0.139 0.260
H -0.641 2.313 0.257 0.221
N -2.132 -1.386 1.647 -0.518
N -0.107 1.537 0.476 -0.470
O 1.098 -0.965 -1.681 -0.587
```

Output
charge	0
highest occupied orbital energy	-10.01	eV
lowest unoccupied orbital energy	0.1753	eV
orbital gap	10.19	eV

---

Model R:
DFT (wB97M-V/def2-TZVPD) results for the molecule C5H6N2O.

Geometry as XYZ:
```
14
Properties=species:S:1:pos:R:3:mulliken_charge:R:1
C -1.322 0.033 2.465 -0.802
C -0.022 -0.014 0.305 0.686
C 1.423 -0.027 -0.276 -0.112
C -1.045 0.125 -0.642 -0.279
C -0.697 0.392 -1.926 0.163
H -2.152 -0.733 2.160 0.246
H -1.778 1.025 2.100 0.281
H -0.913 -0.006 3.524 0.321
H 0.627 -0.470 1.928 0.240
H 1.350 0.479 -1.311 0.326
H -2.247 -0.192 -0.486 0.195
N -0.233 -0.315 1.574 -0.208
N -0.284 0.825 -2.953 -0.542
O 2.339 -0.840 0.272 -0.516
```

Output
charge	0
highest occupied orbital energy	-8.79	eV
lowest unoccupied orbital energy	-0.9387	eV
orbital gap	7.85	eV

---

Model S:
DFT (wB97M-V/def2-TZVPD) results for the molecule C5H6N2O.

Geometry as XYZ:
```
14
Properties=species:S:1:pos:R:3:mulliken_charge:R:1
C -2.102 -1.377 0.114 -1.009
C -1.010 -0.517 -0.156 0.450
C 1.228 0.068 -0.119 0.297
C 0.704 1.454 0.151 -0.425
C -0.851 1.081 -0.084 0.429
H -1.920 -2.508 0.140 0.227
H -3.064 -1.028 -0.090 0.346
H 0.569 -1.790 0.183 0.291
H 3.352 0.297 -0.205 0.248
H 0.902 2.217 -0.555 0.316
H 1.242 1.647 1.239 0.257
N 0.194 -0.964 -0.262 -0.251
N 2.488 -0.431 -0.136 -0.702
O -1.732 1.851 -0.218 -0.475
```

Output
charge	0
highest occupied orbital energy	-8.36	eV
lowest unoccupied orbital energy	0.1492	eV
orbital gap	8.51	eV

---

Going by the computed energies, the most stable comes first: model P, model S, model R, model Q.